C42H38BrN5NiO2PSe as an isolated structure, computed with the ωB97M-V functional and the def2-TZVPD basis.

Geometry as ORCA input:
```
! RIJCOSX wB97M-V def2-TZVPD def2/J DEFGRID3
* xyz 1 1
Ni -1.67 -0.57 -0.49
O 2.06 1.96 -6.44
C 0.89 2.57 -6.17
O 0.44 3.40 -6.91
C 0.24 2.21 -4.87
C -1.15 2.29 -4.80
C -1.80 1.97 -3.63
C -1.06 1.58 -2.52
C 0.33 1.51 -2.57
C 0.97 1.83 -3.75
N -1.70 1.20 -1.31
C -2.48 2.05 -0.74
C -3.05 1.68 0.55
C -3.84 2.53 1.31
C -4.24 2.11 2.57
C -3.84 0.87 3.02
C -3.05 0.07 2.19
N -2.67 0.46 0.98
H 2.22 1.25 -5.81
H -1.70 2.60 -5.68
H -2.89 1.98 -3.58
H 0.88 1.22 -1.69
H 2.05 1.80 -3.78
H -2.65 3.05 -1.14
H -4.11 3.50 0.92
H -4.86 2.75 3.19
H -4.11 0.50 4.00
H -2.71 -0.90 2.53
N -2.41 -2.31 0.07
C -1.53 -3.33 0.64
C -2.04 -4.59 0.89
C -1.24 -5.56 1.46
C 0.08 -5.26 1.78
C 0.59 -4.00 1.52
C -0.21 -3.01 0.94
P 0.42 -1.34 0.55
C 1.87 -1.65 -0.51
C 2.74 -0.58 -0.71
C 3.81 -0.69 -1.58
C 4.01 -1.87 -2.27
C 3.15 -2.94 -2.08
C 2.09 -2.84 -1.20
C 1.22 -0.87 2.13
C 2.51 -1.25 2.47
C 3.05 -0.89 3.70
C 2.30 -0.15 4.60
C 1.01 0.24 4.26
C 0.48 -0.12 3.03
H -2.86 -2.70 -0.76
H -3.16 -2.13 0.74
H -3.07 -4.81 0.64
H -1.64 -6.55 1.66
H 0.71 -6.02 2.24
H 1.61 -3.78 1.78
H 2.57 0.35 -0.17
H 4.48 0.15 -1.72
H 4.84 -1.96 -2.96
H 3.31 -3.87 -2.62
H 1.42 -3.67 -1.07
H 3.12 -1.83 1.78
H 4.06 -1.20 3.96
H 2.72 0.13 5.56
H 0.43 0.83 4.96
H -0.50 0.24 2.75
Br -1.92 -2.82 -6.69
C -1.81 -2.21 -4.90
C -2.97 -1.98 -4.18
C -2.87 -1.53 -2.87
C -1.64 -1.30 -2.25
C -0.50 -1.53 -3.02
C -0.57 -1.99 -4.33
H -3.94 -2.15 -4.63
H -3.80 -1.34 -2.33
H 0.48 -1.34 -2.61
H 0.33 -2.16 -4.90
C 3.32 2.33 1.90
N 2.37 2.94 2.81
C 2.65 3.34 4.10
C 1.50 3.82 4.62
N 0.53 3.70 3.64
C -0.85 4.09 3.77
C 1.07 3.16 2.53
Se 0.19 2.75 0.97
H 4.33 2.61 2.21
H 3.13 2.70 0.90
H 3.22 1.24 1.92
H 3.63 3.25 4.53
H 1.28 4.24 5.59
H -0.96 4.72 4.65
H -1.49 3.21 3.86
H -1.15 4.64 2.88
*
```

Results
relative energy (zero: lowest compared OMol25 entry of this formula, charge and spin): 3.5 kcal/mol
electronic energy: -8872.51282 hartree
LUMO energy (spin up / spin down): -3.4 / -3.4 eV
HOMO-LUMO gap (spin up / spin down): 6.40 / 6.40 eV

A 2-piece molecular cluster, C5H12NO overall in a non-equilibrium geometry, computed with the ωB97M-V functional and the def2-TZVPD basis.

Geometry as ORCA input:
```
! RIJCOSX wB97M-V def2-TZVPD def2/J DEFGRID3
* xyz 1 1
C 0.71 1.57 2.56
C 0.83 2.82 2.98
C 0.24 0.08 0.72
N 0.44 1.28 1.18
H 0.84 0.72 3.23
H 0.79 3.70 2.36
H 0.99 3.00 4.05
H 0.17 -0.12 -0.37
H 0.19 -0.69 1.44
H 0.42 2.11 0.57
C -0.10 -1.78 -1.96
O -0.64 -3.12 -2.18
C -1.26 -0.82 -2.03
H 0.37 -1.80 -0.97
H 0.68 -1.46 -2.71
H -0.04 -3.67 -2.67
H -1.85 -0.94 -1.14
H -0.94 0.20 -2.13
H -1.84 -1.09 -2.92
*
```

Results
relative energy (zero: lowest compared OMol25 entry of this formula, charge and spin): 54.1 kcal/mol
electronic energy: -327.37338 hartree
LUMO energy: -5.6 eV
HOMO-LUMO gap: 8.02 eV

A 2-piece molecular cluster, C3H5NO2S overall in a non-equilibrium geometry, computed with the ωB97M-V functional and the def2-TZVPD basis.

Geometry as ORCA input:
```
! RIJCOSX wB97M-V def2-TZVPD def2/J DEFGRID3
* xyz 0 1
C -0.67 -0.16 0.27
C 0.14 0.05 -0.95
C -2.19 0.27 0.20
N 2.83 -0.55 -0.03
O 3.66 -1.39 -0.26
O 2.78 0.35 0.77
S 0.54 1.27 0.10
H -0.32 -0.71 1.22
H 0.69 -0.52 -1.76
H -2.26 0.90 -0.59
H -2.39 1.03 0.90
H -2.81 -0.54 0.13
*
```

Results
relative energy (zero: lowest compared OMol25 entry of this formula, charge and spin): 169.5 kcal/mol
electronic energy: -720.47639 hartree
LUMO energy (spin up / spin down): -0.4 / -1.5 eV
HOMO-LUMO gap (spin up / spin down): 9.02 / 5.90 eV

C33H49BrNP3Pd as an isolated structure in a non-equilibrium geometry, computed with the ωB97M-V functional and the def2-TZVPD basis.

Geometry as ORCA input:
```
! RIJCOSX wB97M-V def2-TZVPD def2/J DEFGRID3
* xyz 2 3
C 1.86 -3.95 6.58
C 2.74 -3.22 5.72
C 4.14 -3.38 5.90
C 4.59 -4.06 7.06
N 3.73 -4.63 7.89
C 2.42 -4.61 7.70
C 2.24 -2.33 4.70
C 1.85 -1.47 3.92
C 1.05 -0.66 3.09
C 0.08 -1.36 2.35
C -0.73 -0.63 1.49
C -0.57 0.78 1.49
C 0.30 1.50 2.32
C 1.21 0.75 3.08
Pd -0.21 0.55 -0.54
P -0.46 -0.80 -2.42
H 4.90 -3.02 5.20
H 0.78 -4.06 6.42
H 5.66 -4.15 7.30
H 1.79 -5.13 8.45
H 2.00 1.19 3.71
H -0.07 -2.45 2.46
H 0.34 2.59 2.33
H -1.45 -1.15 0.90
C -0.90 0.13 -3.88
C -0.29 -0.23 -5.22
H -0.71 1.18 -3.66
H -1.98 0.04 -3.95
H -0.76 0.38 -5.99
H 0.78 -0.04 -5.27
H -0.46 -1.26 -5.51
C 1.19 -1.66 -2.42
C 1.31 -3.05 -1.77
H 1.86 -0.97 -1.86
H 1.51 -1.67 -3.48
H 2.37 -3.20 -1.50
H 0.71 -3.15 -0.85
H 1.03 -3.84 -2.48
C -1.62 -2.21 -2.42
C -1.60 -3.09 -3.66
H -2.62 -1.79 -2.27
H -1.39 -2.81 -1.53
H -2.23 -3.97 -3.46
H -2.01 -2.58 -4.54
H -0.61 -3.47 -3.92
Br -1.01 3.21 0.22
P 3.14 2.69 -1.13
C 2.62 1.43 -2.35
C 3.51 1.56 -3.57
H 1.55 1.52 -2.59
H 2.79 0.45 -1.89
H 3.59 0.60 -4.09
H 3.11 2.30 -4.27
H 4.52 1.85 -3.26
C 1.69 3.76 -1.19
C 1.89 5.20 -0.76
H 1.11 3.20 -0.43
H 1.18 3.71 -2.16
H 0.94 5.74 -0.79
H 2.24 5.26 0.28
H 2.58 5.73 -1.43
C 3.16 1.74 0.46
C 4.60 1.63 0.97
H 2.72 0.74 0.26
H 2.51 2.22 1.20
H 4.60 1.34 2.03
H 5.16 0.87 0.41
H 5.12 2.60 0.89
C -3.60 2.41 1.65
P -2.95 1.16 0.45
C -3.59 -0.18 1.55
C -4.33 1.07 -0.82
C -4.89 -0.15 -1.23
C -6.09 -0.17 -1.94
C -6.71 1.03 -2.30
C -6.09 2.25 -2.02
C -4.87 2.26 -1.32
H -3.22 2.26 2.68
H -4.69 2.25 1.65
H -3.36 3.46 1.39
H -4.50 0.19 2.02
H -3.80 -1.10 1.00
H -2.84 -0.35 2.32
H -4.44 -1.10 -0.94
H -6.56 -1.12 -2.21
H -7.68 1.02 -2.79
H -6.54 3.20 -2.32
H -4.35 3.22 -1.11
*
```

Results
relative energy (zero: lowest compared OMol25 entry of this formula, charge and spin): 47.7 kcal/mol
electronic energy: -5066.75952 hartree
LUMO energy (spin up / spin down): -7.2 / -8.7 eV
HOMO-LUMO gap (spin up / spin down): 5.63 / 4.14 eV